Record 1
C24H29FeGeN5 | ωB97M-V/def2-TZVPD

Geometry as XYZ:
```
60
Properties=species:S:1:pos:R:3:lowdin_charge:R:1
Ge 0.033 3.785 1.193 0.680
Fe -0.146 0.819 0.797 0.767
N -2.251 0.539 0.015 0.024
N 0.020 -0.950 -0.127 -0.055
N -2.392 0.115 -1.255 -0.067
N 1.238 -0.162 2.241 0.014
N 1.098 -1.473 2.527 -0.063
C 1.029 -2.469 1.502 -0.111
C -3.473 0.809 0.444 -0.124
C -3.691 0.094 -1.622 -0.058
C 0.904 -4.550 -0.291 -0.049
C 0.988 -0.868 -2.391 -0.023
C -0.803 2.289 2.079 -0.397
C 1.546 -3.721 1.822 0.003
C 1.498 -0.480 4.451 -0.039
C 0.499 -2.189 0.234 -0.229
C 1.495 -4.790 0.946 -0.289
C -0.085 -0.684 -1.507 -0.264
C -4.427 0.532 -0.549 -0.047
C -0.066 5.573 1.954 -0.236
C 1.227 -1.687 3.851 -0.057
C -0.679 3.820 -0.646 -0.229
C 0.898 -0.569 -3.736 -0.037
C -0.270 -0.033 -4.280 -0.277
C 2.040 -6.141 1.324 -0.058
C 1.495 0.438 3.397 -0.148
C 0.430 -3.300 -0.632 -0.021
C -1.246 -0.141 -2.067 -0.129
C 1.939 3.319 0.937 -0.235
C -1.327 0.190 -3.416 0.012
C -0.371 0.327 -5.738 -0.053
H -1.762 3.955 -0.666 0.017
H -5.497 0.625 -0.485 0.095
H 2.027 -3.856 2.783 0.110
H 2.261 -6.736 0.438 0.073
H -3.989 -0.241 -2.600 0.123
H -0.025 -3.161 -1.603 0.112
H -0.461 2.876 -1.157 -0.007
H 1.654 -0.292 5.499 0.097
H -0.215 4.614 -1.235 0.017
H -1.109 5.875 2.054 0.014
H 0.451 6.300 1.326 0.015
H -1.329 0.020 -6.158 0.077
H 2.497 3.257 1.875 0.010
H 0.389 5.581 2.946 0.013
H -3.617 1.157 1.453 0.104
H 1.756 -0.735 -4.376 0.112
H 1.908 -1.271 -1.984 0.124
H -0.446 2.150 3.098 -0.040
H 0.418 -0.155 -6.315 0.074
H 0.818 -5.358 -1.009 0.111
H -0.277 1.405 -5.890 0.083
H -1.885 2.421 2.084 -0.044
H 2.962 -6.052 1.902 0.075
H 1.329 -6.709 1.930 0.079
H 1.635 1.505 3.421 0.097
H 2.431 4.054 0.296 0.017
H 1.113 -2.672 4.268 0.122
H -2.235 0.652 -3.789 0.118
H 2.048 2.350 0.436 -0.002
```

Summary:
Lowest unoccupied orbital energy (alpha / beta) ... 0.8 / 0.7 eV
<S²> ... 6.02
Kohn-Sham gap (alpha / beta) ... 7.64 / 7.68 eV
Spin multiplicity ... 5
DFT total energy ... -4546.3030 hartree

***

Record 2
C3H4S3 | ωB97M-V/def2-TZVPD

Geometry as XYZ:
```
10
Properties=species:S:1:pos:R:3:lowdin_charge:R:1
S -0.252 -0.093 -1.411 0.876
S -0.311 2.682 -2.333 0.576
S -0.770 -2.477 1.883 0.700
C -0.581 -1.002 1.236 -0.709
C 0.058 1.592 -1.168 -1.058
C 0.380 -0.737 0.090 -0.625
H 0.845 -1.719 -0.115 0.065
H -1.125 -0.111 1.591 0.062
H 0.622 1.918 -0.254 0.038
H 1.135 -0.053 0.480 0.075
```

Summary:
Lowest unoccupied orbital energy ... -0.9 eV
Structure (SMILES) ... S=CCSC=S
Kohn-Sham gap ... 8.13 eV
Energy above the lowest of the compared OMol25 structures with the same formula, charge and spin ... 146.9 kJ/mol
DFT total energy ... -1311.2141 hartree

***

Record 3
C9H17N3O4S | ωB97M-V/def2-TZVPD

Geometry as XYZ:
```
34
Properties=species:S:1:pos:R:3:lowdin_charge:R:1
S 3.045 -4.202 0.202 0.767
O -2.046 0.327 -2.913 0.105
O -0.147 0.520 1.593 0.031
O -3.965 0.472 -1.834 0.100
O -4.197 2.370 0.081 0.017
N 2.603 -0.049 0.977 0.061
N -0.633 0.294 -0.598 0.097
N -3.291 4.450 -0.296 0.178
C -2.647 0.601 -1.898 -0.463
C 2.551 -2.651 -0.526 -0.560
C 1.350 -1.953 0.101 -0.204
C 0.221 0.199 0.434 -0.435
C 1.557 -0.416 0.054 -0.348
C 3.504 -3.718 1.870 -0.439
C -3.214 3.089 -0.163 -0.441
C -1.802 2.435 -0.277 -0.048
C -1.917 0.948 -0.542 -0.210
H 3.926 -4.546 2.499 0.049
H -4.182 4.898 -0.365 0.109
H 2.220 -0.201 1.928 0.096
H -2.437 0.510 0.351 0.174
H -0.280 0.078 -1.528 0.142
H 2.606 -3.279 2.378 0.026
H 4.246 -2.886 1.815 0.042
H 3.496 -2.089 -0.464 0.065
H 1.783 -0.145 -0.985 0.150
H 2.851 0.934 0.914 0.083
H 1.231 -2.267 1.204 0.124
H 0.469 -2.336 -0.505 0.136
H -1.222 2.942 -1.050 0.128
H -1.245 2.648 0.639 0.127
H -4.378 0.883 -0.968 0.145
H 2.431 -2.869 -1.625 0.091
H -2.488 5.007 -0.503 0.102
```

Summary:
Lowest unoccupied orbital energy ... 0.4 eV
Structure (SMILES) ... CSCC[C@H](N)C(=O)N[C@@H](CC(N)=O)C(=O)O
Kohn-Sham gap ... 8.66 eV
Energy above the lowest of the compared OMol25 structures with the same formula, charge and spin ... 61.3 kJ/mol
DFT total energy ... -1216.6068 hartree

***

Record 4
C24H35ClSbSe4Tc | ωB97M-V/def2-TZVPD

Geometry as XYZ:
```
66
Properties=species:S:1:pos:R:3:lowdin_charge:R:1
Sb -0.825 -3.372 4.481 0.743
Tc -0.122 0.270 -0.174 0.941
Se 1.412 -3.717 3.428 0.108
Se 0.341 -0.751 1.995 0.149
Se 1.062 -2.838 1.293 0.146
Se -1.713 -1.582 3.150 0.116
Cl -3.387 -2.439 -3.049 0.767
C 0.996 2.221 0.106 -0.262
C -2.183 2.641 -2.637 -0.040
C -4.056 0.438 0.362 -0.057
C -4.933 -0.987 -1.376 -0.061
C 1.641 4.389 1.013 -0.015
C -3.643 -1.351 -1.735 -0.604
C -0.117 2.402 -0.738 -0.085
C -1.123 -1.012 -1.394 -0.198
C 1.811 1.239 -0.526 -0.108
C 1.262 2.947 1.407 -0.558
C 1.290 0.940 -1.846 -0.134
C 0.024 2.994 2.303 -0.040
C 0.046 1.672 -1.975 -0.154
C 3.640 0.227 -2.370 -0.046
C -5.136 -0.094 -0.334 -0.039
C -0.170 3.003 -4.027 -0.013
C 1.806 -1.409 -2.688 -0.037
C 2.159 0.079 -2.788 -0.504
C 2.104 0.523 -4.255 -0.033
C -1.351 0.768 -3.982 -0.032
C -0.897 1.967 -3.145 -0.506
C -2.543 -0.840 -1.049 -0.324
C -2.777 0.037 0.008 -0.138
C 2.437 2.320 2.158 -0.044
H -2.000 3.637 -2.234 0.091
H 0.868 -1.654 -3.186 0.077
H 2.515 1.525 -4.375 0.099
H 1.113 0.497 -4.692 0.059
H -0.271 1.998 2.645 0.041
H -1.971 0.490 0.622 0.049
H 0.815 4.889 0.507 0.094
H -0.566 0.051 -4.208 0.063
H 2.756 0.898 -0.146 0.111
H 2.251 1.277 2.428 0.039
H -4.212 1.143 1.167 0.119
H 3.916 1.269 -2.210 0.101
H -5.773 -1.401 -1.916 0.121
H -2.695 2.038 -1.883 0.078
H 0.235 3.594 3.188 0.102
H 1.889 4.964 1.905 0.100
H -0.940 -1.157 -2.449 0.035
H -6.145 0.188 -0.066 0.122
H 0.203 3.835 -3.426 0.101
H 2.617 2.867 3.083 0.102
H 3.879 -0.345 -1.472 0.087
H 2.588 -1.992 -3.175 0.104
H -1.737 1.136 -4.933 0.109
H 4.268 -0.162 -3.170 0.098
H -0.830 3.446 1.796 0.090
H 2.731 -0.153 -4.837 0.102
H 3.356 2.362 1.573 0.097
H 2.509 4.401 0.354 0.100
H -0.878 3.410 -4.750 0.101
H -0.589 -1.815 -0.809 0.064
H -2.864 2.762 -3.478 0.104
H 0.661 2.577 -4.579 0.064
H -0.936 3.066 -0.519 0.126
H -2.171 0.236 -3.497 0.059
H 1.758 -1.736 -1.644 0.052
```

Summary:
Lowest unoccupied orbital energy ... -9.0 eV
Net charge ... +2
Kohn-Sham gap ... 5.29 eV
Energy above the lowest of the compared OMol25 structures with the same formula, charge and spin ... 133.1 kJ/mol
DFT total energy ... -11321.9021 hartree

***

Result set for strongest force on any atom: 1.29; 2.33; 2.53; 0.96 eV/Å, one per record in the order listed.